[1]
Computed, not measured: a 9-piece molecular cluster, C34H29Cl12F5 overall at a distorted geometry, with the ωB97M-V functional and the def2-TZVPD basis.

Structure (XYZ):
```
80
C34H29Cl12F5 | the Open Molecules 2025 dataset | the ωB97M-V functional and the def2-TZVPD basis
F -5.897 1.012 -4.573
C -4.890 1.392 -3.727
C -3.962 2.384 -4.047
C -3.023 2.711 -3.046
C -3.097 2.145 -1.785
C -4.052 1.189 -1.489
C -4.934 0.724 -2.455
H -3.989 2.854 -5.024
H -2.398 3.551 -3.203
H -2.369 2.432 -1.054
H -4.128 0.837 -0.445
H -5.729 -0.014 -2.333
F -0.901 -0.827 4.597
C 0.371 -0.562 4.941
C 1.284 -1.637 5.186
C 2.618 -1.328 5.297
C 2.984 0.011 5.525
C 2.006 1.049 5.448
C 0.740 0.774 4.981
H 0.866 -2.622 5.186
H 3.402 -2.036 5.359
H 4.029 0.129 5.608
H 2.330 2.024 5.586
H 0.031 1.558 4.855
F 1.307 3.646 -3.669
C 1.254 2.259 -3.724
C 2.435 1.521 -3.528
C 2.331 0.146 -3.804
C 1.115 -0.428 -4.179
C -0.069 0.342 -4.302
C 0.040 1.689 -4.118
H 3.347 2.011 -3.206
H 3.249 -0.418 -3.640
H 1.008 -1.522 -4.327
H -0.966 -0.156 -4.497
H -0.742 2.381 -4.140
F 3.920 2.486 3.261
C 4.108 2.693 1.953
C 5.399 2.786 1.495
C 5.607 3.018 0.160
C 4.585 3.062 -0.756
C 3.279 2.847 -0.282
C 3.011 2.683 1.102
H 6.173 2.843 2.235
H 6.625 3.306 -0.099
H 4.715 3.156 -1.820
H 2.419 2.871 -0.893
H 2.016 2.636 1.522
F -2.437 -1.681 -0.790
C -1.191 -1.522 -0.303
C -0.386 -0.613 -0.945
C 0.844 -0.251 -0.364
C 1.273 -0.860 0.830
C 0.442 -1.824 1.420
C -0.759 -2.143 0.834
H -0.667 -0.136 -1.919
H 1.417 0.470 -0.835
H 2.237 -0.623 1.325
H 0.747 -2.242 2.351
H -1.333 -2.920 1.307
C 3.828 -4.895 1.594
Cl 3.203 -3.910 2.916
Cl 5.511 -4.450 1.251
Cl 2.842 -4.556 0.175
H 3.624 -5.924 1.870
C -7.229 -1.934 -0.040
Cl -5.611 -2.308 -0.623
Cl -8.466 -2.838 -0.864
Cl -7.482 -0.245 -0.259
H -7.297 -2.168 1.042
C -3.244 1.065 2.474
Cl -3.182 1.140 4.149
Cl -3.098 2.641 1.768
Cl -4.612 0.141 1.890
H -2.359 0.517 2.106
C -0.867 -4.279 -2.450
Cl 0.693 -3.644 -3.051
Cl -0.812 -5.277 -0.999
Cl -1.678 -4.973 -3.817
H -1.407 -3.364 -2.173
```

The multiplicity is 1. As for the SMILES: ClC(Cl)Cl.ClC(Cl)Cl.ClC(Cl)Cl.ClC(Cl)Cl.Fc1ccccc1.Fc1ccccc1.Fc1ccccc1.Fc1ccccc1.Fc1ccccc1. The orbital gap comes out at 9.5 eV.

---

[2]
Computed, not measured: C34H29Cl5N5O2S3TeV as an isolated structure at a distorted geometry, with the ωB97M-V functional and the def2-TZVPD basis.

Structure (XYZ):
```
80
C34H29Cl5N5O2S3TeV | the Open Molecules 2025 dataset | the ωB97M-V functional and the def2-TZVPD basis
V -0.121 -0.575 -0.729
S -1.467 -1.292 0.749
C -0.833 -0.500 2.144
N -0.720 -1.118 3.387
C 0.286 -0.573 4.276
C 0.107 0.928 4.377
N 0.109 1.515 3.058
C 0.698 2.834 2.917
C 2.207 2.753 2.966
C 2.894 2.169 1.903
C 4.270 2.023 1.955
C 4.977 2.466 3.066
C 4.303 3.053 4.124
C 2.921 3.192 4.074
C -0.385 0.796 1.989
S -0.491 1.465 0.405
C -1.117 -2.497 3.621
C 0.018 -3.495 3.534
C 0.610 -3.980 4.695
C 1.672 -4.871 4.634
C 2.154 -5.285 3.402
C 1.566 -4.811 2.239
C 0.501 -3.926 2.301
H 1.297 -0.799 3.911
H 0.167 -1.037 5.258
H 0.938 1.356 4.946
H -0.830 1.165 4.901
H 0.321 3.481 3.715
H 0.370 3.250 1.966
H 2.350 1.809 1.037
H 4.780 1.551 1.125
H 6.052 2.346 3.107
H 4.849 3.397 4.993
H 2.392 3.652 4.902
H -1.898 -2.742 2.900
H -1.554 -2.544 4.625
H 0.234 -3.656 5.659
H 2.126 -5.235 5.547
H 2.992 -5.969 3.348
H 1.945 -5.118 1.273
H 0.057 -3.543 1.393
Cl -3.701 0.063 -1.318
C -3.108 -1.529 -1.709
C -1.751 -1.812 -1.568
C -1.371 -3.081 -1.988
Cl 0.327 -3.433 -1.969
C -2.257 -4.052 -2.442
Cl -1.704 -5.615 -2.916
C -3.611 -3.741 -2.519
Cl -4.747 -4.920 -3.062
C -4.039 -2.465 -2.164
Cl -5.713 -2.066 -2.300
O 3.069 -1.470 2.050
C 2.143 -1.427 1.305
N 1.198 -1.425 0.590
Te 2.411 -0.180 -1.787
C 2.391 0.968 -3.556
C 1.712 2.103 -3.892
C 2.018 2.599 -5.192
C 2.937 1.834 -5.840
S 3.423 0.508 -4.860
H 1.040 2.589 -3.205
H 1.581 3.492 -5.619
H 3.349 1.986 -6.823
N -0.795 0.570 -2.368
C -1.392 1.231 -3.099
N -2.169 1.925 -3.899
C -1.838 3.278 -4.333
C -3.131 4.072 -4.408
O -4.075 3.427 -5.244
C -4.420 2.150 -4.734
C -3.206 1.242 -4.670
H -1.357 3.249 -5.316
H -1.151 3.727 -3.618
H -2.949 5.056 -4.837
H -3.545 4.191 -3.398
H -5.172 1.738 -5.406
H -4.852 2.249 -3.731
H -2.836 1.030 -5.680
H -3.454 0.306 -4.169
```

The multiplicity is 2. As for the energy above the lowest of the compared OMol25 structures with the same formula, charge and spin: 68.2 kJ/mol. The orbital gap (alpha / beta) comes out at 5.8 / 5.7 eV. The total charge is -1.